Below is a molecular structure, C7H14CrOPS at a distorted geometry, with properties calculated with ωB97M-V/def2-TZVPD.

ORCA input file:
```
! wB97M-V def2-TZVPD RIJCOSX def2/J DEFGRID3
* xyz -1 5
C 0.34 0.45 -2.87
C -0.81 -0.34 -3.20
C -0.51 -1.68 -2.84
C 0.84 -1.77 -2.42
C 1.37 -0.45 -2.40
Cr 1.50 1.79 0.17
P -0.43 3.29 -0.25
H 0.41 1.54 -2.92
H -1.78 0.04 -3.56
H -1.20 -2.53 -2.92
H 2.37 -0.15 -2.10
H 1.36 -2.66 -2.07
H -1.58 3.05 0.60
H -0.98 3.59 -1.54
H 0.04 4.57 0.20
C -0.14 -2.11 3.46
S -0.76 -1.08 2.12
C -0.06 0.50 2.57
O -0.11 -1.55 0.85
H -0.68 -1.85 4.37
H 0.94 -1.95 3.56
H -0.35 -3.15 3.19
H 0.18 0.48 3.64
H 0.87 0.69 1.98
H -0.82 1.27 2.40
*
```

Its HOMO energy (alpha / beta) is -2.3 / -1.8 eV. As for the HOMO-LUMO gap (alpha / beta): 4.955 / 4.369 eV. The expectation value of S² is 6.4279.

Below is 2 unconnected molecules or ions with the total composition C5H9BN2O3 at a distorted geometry, with properties calculated with ωB97M-V/def2-TZVPD.

ORCA input file:
```
! wB97M-V def2-TZVPD RIJCOSX def2/J DEFGRID3
* xyz 0 1
C 2.85 -1.30 -0.02
O 1.96 -1.70 1.01
C 0.67 -1.78 0.66
C -0.41 -2.23 1.37
N -1.51 -2.12 0.57
C -1.08 -1.64 -0.54
O 0.25 -1.40 -0.57
H 2.75 -1.95 -0.90
H 3.85 -1.38 0.40
H 2.66 -0.26 -0.33
H -0.46 -2.61 2.36
H -1.66 -1.41 -1.42
O -3.19 2.49 -0.25
B -1.85 2.43 -0.22
C -0.41 2.66 -0.75
N -0.79 2.00 0.51
H -3.57 2.89 -1.02
H 0.11 3.61 -0.65
H 0.08 2.02 -1.48
H -0.25 1.68 1.28
*
```

Its HOMO energy is -8.4 eV. Its SMILES is COc1cnco1.OB1CN1. As for the HOMO-LUMO gap: 8.984 eV. Its energy relative to the best compared isomer or geometry (same formula, charge and spin) is 69.82 kcal per mole.

Below is a single C8H11F2N molecule at a distorted geometry, with properties calculated with ωB97M-V/def2-TZVPD.

ORCA input file:
```
! wB97M-V def2-TZVPD RIJCOSX def2/J DEFGRID3
* xyz 0 1
C 1.70 0.10 -2.45
N 0.77 0.61 -1.53
C 0.98 2.09 -1.27
C -0.13 -0.04 -0.73
C -1.05 0.60 0.07
C -1.98 0.04 0.90
C -2.04 -1.05 1.72
C -0.89 -1.88 1.93
C 0.20 -1.57 2.65
F 1.12 -2.45 3.21
F 0.54 -0.32 3.04
H 1.48 -0.87 -2.80
H 1.66 0.80 -3.30
H 2.74 0.00 -2.12
H 0.76 2.23 -0.17
H 2.10 2.32 -1.37
H 0.16 2.40 -1.93
H -0.04 -1.12 -1.01
H -1.25 1.62 -0.18
H -2.82 0.66 0.99
H -2.88 -1.26 2.26
H -1.13 -2.91 2.10
*
```

Its HOMO energy is -6.9 eV. Its SMILES is CN(C)/C=C/C=C\C=C(F)F. As for the HOMO-LUMO gap: 7.647 eV. Its energy relative to the best compared isomer or geometry (same formula, charge and spin) is 46.17 kcal per mole.

Below is a molecular structure, C41H65AsBrGeLiOSbSi3, with properties calculated with ωB97M-V/def2-TZVPD.

ORCA input file:
```
! wB97M-V def2-TZVPD RIJCOSX def2/J DEFGRID3
* xyz 1 1
Li 0.72 -0.45 -0.48
Br 4.37 -3.58 -2.13
C 3.69 -1.84 -1.86
C 4.29 -1.01 -0.93
C 3.76 0.26 -0.72
C 2.66 0.72 -1.44
C 2.11 -0.13 -2.40
C 2.60 -1.42 -2.60
H 5.14 -1.36 -0.36
H 4.22 0.89 0.03
H 1.25 0.18 -2.98
H 2.14 -2.07 -3.33
C 2.22 2.96 3.58
Si 2.51 1.14 3.89
C 4.29 0.69 3.49
C 2.12 0.70 5.66
Sb 1.00 -0.12 2.26
Si 1.39 -2.61 2.74
C -0.05 -3.38 3.67
C 1.56 -3.42 1.05
C 2.99 -2.86 3.67
Si -1.35 0.36 3.15
C -2.57 -0.47 1.98
C -1.62 -0.23 4.91
C -1.57 2.22 3.09
H 2.99 3.55 4.07
H 1.25 3.28 3.97
H 2.25 3.20 2.51
H 4.96 1.48 3.84
H 4.46 0.57 2.42
H 4.59 -0.23 3.99
H 2.86 1.15 6.33
H 2.12 -0.37 5.82
H 1.14 1.08 5.95
H -1.02 -3.04 3.30
H 0.00 -3.13 4.74
H -0.01 -4.46 3.58
H 0.77 -3.13 0.36
H 1.55 -4.50 1.14
H 2.52 -3.13 0.60
H 2.92 -2.50 4.70
H 3.81 -2.34 3.18
H 3.24 -3.92 3.71
H -2.85 -1.46 2.34
H -2.17 -0.57 0.97
H -3.49 0.12 1.92
H -1.23 -1.24 5.07
H -2.69 -0.25 5.14
H -1.14 0.43 5.63
H -1.22 2.64 2.15
H -1.03 2.71 3.90
H -2.63 2.47 3.19
C 1.68 7.30 -1.42
C 2.18 5.87 -1.34
C 1.91 5.08 -2.61
C 2.50 3.67 -2.61
Ge 1.93 2.52 -1.13
C -0.04 2.38 -1.05
C -0.70 3.60 -0.39
C -2.22 3.46 -0.31
C -2.87 4.62 0.42
H 1.86 7.85 -0.50
H 0.60 7.33 -1.62
H 2.17 7.84 -2.23
H 1.70 5.37 -0.48
H 3.25 5.86 -1.13
H 2.31 5.64 -3.46
H 0.83 5.03 -2.78
H 3.59 3.71 -2.59
H 2.22 3.14 -3.52
H 2.46 2.96 0.24
H -0.34 1.49 -0.48
H -0.42 2.25 -2.06
H -0.45 4.51 -0.94
H -0.29 3.73 0.62
H -2.46 2.52 0.20
H -2.62 3.38 -1.33
H -2.51 4.70 1.44
H -3.96 4.51 0.45
H -2.65 5.57 -0.08
O -0.75 -1.26 -0.99
As -1.69 -2.27 -1.92
C -3.28 -1.32 -2.40
C -4.42 -1.99 -2.84
C -5.55 -1.26 -3.16
C -5.54 0.13 -3.05
C -4.40 0.79 -2.61
C -3.27 0.06 -2.28
C -0.72 -2.76 -3.50
C -0.68 -1.85 -4.55
C 0.11 -2.13 -5.66
C 0.84 -3.31 -5.72
C 0.79 -4.21 -4.67
C 0.01 -3.94 -3.56
C -2.15 -3.86 -0.98
C -2.64 -4.98 -1.66
C -3.02 -6.10 -0.94
C -2.92 -6.10 0.45
C -2.43 -4.99 1.12
C -2.05 -3.86 0.40
H -4.43 -3.07 -2.91
H -6.44 -1.77 -3.50
H -6.43 0.69 -3.31
H -4.40 1.86 -2.51
H -2.38 0.57 -1.90
H -1.26 -0.94 -4.52
H 0.15 -1.42 -6.48
H 1.45 -3.52 -6.58
H 1.36 -5.13 -4.72
H -0.02 -4.64 -2.73
H -2.71 -4.98 -2.74
H -3.39 -6.97 -1.46
H -3.21 -6.98 1.00
H -2.35 -5.00 2.20
H -1.67 -2.98 0.91
*
```

Its HOMO energy is -10.3 eV. As for the HOMO-LUMO gap: 8.540 eV. Its energy relative to the best compared isomer or geometry (same formula, charge and spin) is 0.00 kcal per mole.

The records above give, respectively, energy values of -2134.10462; -555.98983; -565.77601; -9679.47216 Eh.